# 1
The following is a quantum chemistry calculation of a 2-piece molecular cluster, C3H8NO3 overall in a non-equilibrium geometry, from the OMol25 dataset.

Calculated values
HOMO (eV): -3.22
ΔE to the lowest compared entry with this formula, charge and spin (kJ/mol): 250.5
Gap between HOMO and LUMO (eV): 7.05
F_max (Eh/bohr): 0.026
Total charge: -1
E_LUMO (eV): 3.84

Geometry (Å):
O: -1.45 0.47 2.59
C: -0.94 -0.19 1.63
C: 0.39 0.41 1.01
N: 0.22 0.63 -0.44
C: -1.09 0.05 -0.81
O: -1.86 -0.13 0.31
H: -0.83 -1.29 1.65
H: 1.15 -0.36 1.21
H: 0.58 1.37 1.49
H: 0.12 1.63 -0.58
H: -0.88 -0.92 -1.31
H: -1.58 0.70 -1.55
H: 2.27 -0.58 -2.44
H: 1.68 -0.62 -1.09
O: 2.23 -1.16 -1.68



# 2
The following is a quantum chemistry calculation of one molecule with the formula C3H8NOP in a non-equilibrium geometry, from the OMol25 dataset.

Calculated values
HOMO (spin up / spin down) (eV): -9.28 / -9.29
ΔE to the lowest compared entry with this formula, charge and spin (kJ/mol): 507.4
Gap between HOMO and LUMO (spin up / spin down) (eV): 8.79 / 8.79
F_max (Eh/bohr): 0.094
E_LUMO (spin up / spin down) (eV): -0.49 / -0.49

Geometry (Å):
C: -1.10 0.41 1.74
C: 0.11 0.88 -1.71
C: 0.66 -0.55 -1.26
N: 1.06 0.50 1.91
O: -0.15 -1.16 -0.16
P: 0.13 -0.81 1.52
H: -1.28 0.56 2.82
H: -1.95 0.70 1.18
H: -0.89 0.61 -1.72
H: 0.05 1.61 -0.81
H: 0.51 1.37 -2.63
H: 1.67 -0.61 -0.94
H: 0.57 -1.36 -2.03
H: 0.59 -2.15 2.08



# 3
The following is a quantum chemistry calculation of C3H8NOP as an isolated structure in a non-equilibrium geometry, from the OMol25 dataset.

Calculated values
HOMO (eV): -8.94
ΔE to the lowest compared entry with this formula, charge and spin (kJ/mol): 301.8
Gap between HOMO and LUMO (eV): 9.23
F_max (Eh/bohr): 0.107
E_LUMO (eV): 0.29

Geometry (Å):
C: 0.30 -0.41 0.54
C: 1.02 0.29 1.65
C: -1.18 -0.01 0.38
N: -0.60 0.14 -2.50
O: 0.89 -1.47 -0.14
P: 1.27 -0.19 -1.09
H: 0.76 0.03 2.72
H: 0.92 1.31 1.56
H: 2.17 -0.06 1.68
H: -1.47 -0.13 -0.66
H: -1.30 1.08 0.62
H: -1.91 -0.54 1.14
H: -0.22 0.79 -3.15
H: -0.65 -0.84 -2.75



# 4
The following is a quantum chemistry calculation of an isolated ion of composition C3H8NOS and charge +1 in a non-equilibrium geometry, from the OMol25 dataset.

Calculated values
HOMO (eV): -13.67
ΔE to the lowest compared entry with this formula, charge and spin (kJ/mol): 195.0
Gap between HOMO and LUMO (eV): 9.77
F_max (Eh/bohr): 0.089
Total charge: +1
SMILES: CS[C@]1([NH3+])CO1
E_LUMO (eV): -3.89

Geometry (Å):
C: 0.03 -1.89 0.77
C: 0.23 -0.58 0.19
C: -1.34 1.54 -1.16
N: 1.45 0.30 0.47
O: -0.53 -0.71 1.34
S: -0.67 -0.21 -1.37
H: -0.62 -2.49 0.20
H: 0.73 -2.38 1.35
H: -1.88 1.52 -0.24
H: -2.12 1.65 -1.93
H: -0.49 2.14 -1.31
H: 1.29 0.46 1.44
H: 1.66 1.07 -0.20
H: 2.28 -0.43 0.45



# 5
The following is a quantum chemistry calculation of an isolated ion of composition C3H8NOS and charge +1, from the OMol25 dataset.

Calculated values
HOMO (eV): -13.61
ΔE to the lowest compared entry with this formula, charge and spin (kJ/mol): 46.8
Gap between HOMO and LUMO (eV): 9.54
F_max (Eh/bohr): 0.015
Total charge: +1
SMILES: [NH3+][C@H](C=O)CS
E_LUMO (eV): -4.07

Geometry (Å):
O: -0.48 -1.48 1.51
C: -0.29 -1.65 0.35
C: -0.22 -0.40 -0.55
C: 1.12 0.33 -0.31
S: 1.01 1.63 0.98
N: -1.38 0.47 -0.11
H: -0.17 -2.64 -0.11
H: -0.35 -0.55 -1.62
H: 1.87 -0.39 0.00
H: 1.48 0.80 -1.23
H: 2.32 1.80 1.04
H: -1.37 0.54 0.91
H: -1.25 1.43 -0.43
H: -2.29 0.11 -0.42



# 6
The following is a quantum chemistry calculation of an isolated ion of composition C3H8NOS2 and charge +1 in a non-equilibrium geometry, from the OMol25 dataset.

Calculated values
HOMO (eV): -13.71
ΔE to the lowest compared entry with this formula, charge and spin (kJ/mol): 171.4
Gap between HOMO and LUMO (eV): 8.91
F_max (Eh/bohr): 0.099
Total charge: +1
E_LUMO (eV): -4.80

Geometry (Å):
C: -0.05 0.56 0.69
C: 0.78 0.47 -0.71
C: -2.38 0.61 -0.10
N: -1.29 1.23 0.48
O: -3.48 1.09 -0.16
S: 1.77 -1.02 -0.75
S: -2.00 -0.97 -0.98
H: -0.24 -0.53 1.00
H: 0.43 1.23 1.55
H: 0.15 0.46 -1.52
H: 1.29 1.38 -0.79
H: -1.59 1.93 1.18
H: 0.66 -1.72 -0.67
H: 2.22 -1.54 0.38
H: -3.34 -1.01 -1.21



# 7
The following is a quantum chemistry calculation of an isolated ion of composition C3H8NOS2 and charge +1 in a non-equilibrium geometry, from the OMol25 dataset.

Calculated values
HOMO (eV): -14.43
ΔE to the lowest compared entry with this formula, charge and spin (kJ/mol): 131.2
Gap between HOMO and LUMO (eV): 10.75
F_max (Eh/bohr): 0.071
Total charge: +1
SMILES: O=C(S)[NH2+]CCS
E_LUMO (eV): -3.68

Geometry (Å):
C: 0.43 0.64 0.59
C: 1.91 0.41 0.10
C: -1.89 0.06 -0.38
N: -0.42 0.30 -0.64
O: -2.64 0.86 -0.83
S: 1.95 -1.36 -0.57
S: -2.20 -1.29 0.65
H: 0.03 -0.03 1.33
H: 0.47 1.75 0.70
H: 2.32 0.80 -0.83
H: 2.50 0.38 0.99
H: -0.23 1.15 -1.14
H: 0.22 -0.56 -0.81
H: 1.14 -1.89 0.34
H: -3.60 -1.23 0.51



# 8
The following is a quantum chemistry calculation of a 2-piece molecular cluster, C3H8NP overall in a non-equilibrium geometry, from the OMol25 dataset.

Calculated values
HOMO (spin up / spin down) (eV): -8.10 / -8.09
ΔE to the lowest compared entry with this formula, charge and spin (kJ/mol): 430.7
Gap between HOMO and LUMO (spin up / spin down) (eV): 7.31 / 7.27
F_max (Eh/bohr): 0.112
E_LUMO (spin up / spin down) (eV): -0.79 / -0.81

Geometry (Å):
C: -2.29 0.46 0.46
C: 0.36 1.22 -0.54
C: 1.66 -1.65 0.15
N: 0.12 -0.19 -0.73
P: -1.37 -0.81 -0.18
H: -3.24 0.01 0.81
H: -1.89 1.39 0.53
H: -0.03 1.56 0.47
H: 1.55 1.29 -0.54
H: 0.05 1.83 -1.36
H: 2.04 -0.96 0.78
H: 1.00 -2.10 0.82
H: 2.03 -2.06 -0.68